[1]
Density functional theory data (the ωB97M-V functional and the def2-TZVPD basis) for 16 unconnected molecules or ions with the total composition C75H156F7N9O21 in a non-equilibrium geometry.

For the HOMO-LUMO gap, the calculation gives 7.89 eV. Its HOMO energy is -0.287 Eh. The total energy comes out at -5723.21080 hartree. Its LUMO energy is 0.08 eV. Its multiplicity is 1.

Positions of all 268 atoms, in Å:
F 2.7954 2.7790 6.5182
F -7.5135 2.0748 2.3512
F 0.4989 1.8633 1.5798
F 4.0413 0.8593 -0.1075
F 0.2849 -4.2736 1.5259
F 0.6532 4.7709 3.5736
F -4.3939 0.8578 5.3549
O 0.0564 2.5279 5.6744
O -5.3551 1.7743 2.2240
O 0.0199 -0.9611 1.5670
O 6.0755 -1.7660 -0.7700
O -2.1374 5.2426 1.8111
O 0.9239 1.7878 7.5676
O 0.0585 5.3530 1.5048
O -4.8338 3.7614 1.4567
O 1.1413 0.2964 0.1497
O 2.4709 -4.6743 -1.9590
O 8.0337 -0.7060 -1.0741
O -3.3952 2.0269 1.2749
O -6.7091 -0.5776 4.3434
O 1.9986 -1.7011 0.7610
O -1.2244 5.4651 -0.2736
O -8.3565 0.6675 5.2172
O -1.2600 2.5527 7.5206
O 3.0346 -4.9597 0.2201
O 0.9347 -5.2011 -0.4071
O 6.1166 0.4388 -0.8882
O -6.3448 0.3863 6.2647
N -7.5480 -2.0405 -0.3708
N 3.5969 0.1351 4.2913
N 4.8550 -0.0634 -4.6845
N 6.4057 -7.3816 3.6293
N 3.8532 5.2561 -1.9024
N -2.9379 -2.9878 5.1437
N -0.5338 3.7848 -6.2659
N -5.1283 3.1363 -5.0038
N -1.4947 -0.8618 -2.2546
C -1.4617 -4.3764 6.6599
C -5.1984 2.5406 -3.6683
C 3.4251 0.0569 -5.0526
C 5.6354 -8.6051 3.8252
C -2.5538 -0.4482 -3.2206
C 6.8799 -0.6890 -0.9269
C 1.5994 3.1299 -7.5319
C 6.3558 -5.1256 2.5612
C -6.6089 -3.2751 1.6182
C -1.8955 -2.1573 4.5258
C 5.2336 2.4131 -4.7877
C 3.2041 -0.0437 -6.5402
C -2.8906 -2.4275 -1.0323
C 2.3865 -5.4228 1.4019
C -1.5353 5.0344 3.0794
C 4.7466 0.0749 -0.9781
C 6.0950 -6.1982 5.8199
C -2.4035 -1.2044 -4.5460
C 2.1889 -4.8870 -0.8362
C 4.8497 -2.6070 -4.3968
C 3.7009 0.7968 2.9479
C -0.1422 -0.7106 -2.7868
C 4.9522 7.0280 -3.2926
C 1.9642 1.6887 6.5552
C 2.8829 4.1656 -1.9008
C -5.4734 -1.1267 4.7876
C 2.1325 4.0740 -0.5477
C 4.8385 5.1704 -0.7972
C 4.8569 0.1856 5.0432
C 0.1551 0.7459 -3.1431
C -0.1545 5.5637 2.8633
C -3.2630 -4.0347 4.1816
C 1.1959 1.7555 5.2842
C -1.1470 5.3484 0.8711
C -6.5853 -3.0572 0.1107
C 0.9165 -5.3572 1.0044
C -6.2497 0.0666 -0.5744
C 6.0830 -0.5454 4.4545
C -5.8716 2.3051 -5.9513
C -7.3554 2.1326 -5.5902
C -0.2286 2.3293 6.9938
C -5.5700 4.5194 -5.0893
C 5.5345 3.7987 -0.7487
C 7.0648 -6.8582 4.8327
C -6.1204 3.9059 2.0213
C -7.2901 0.1993 5.2821
C -8.7928 -1.3532 -2.4731
C 5.6137 -6.3851 2.8854
C 4.3453 5.6307 -3.2258
C 4.7356 -1.3806 -0.5149
C -1.4356 -0.9886 5.3878
C 2.9388 -2.0296 5.5290
C -1.6139 -2.2202 -1.7711
C -5.1150 -0.1713 5.8782
C 5.4756 -1.3492 -5.0312
C -4.1959 3.1023 -2.6823
C -7.3494 -0.6753 0.1726
C 0.0528 1.0699 0.5755
C 1.1460 -0.8811 0.8300
C -1.5953 1.4576 -6.5985
C -0.6261 5.2309 -4.1864
C 5.8099 1.0130 -5.0139
C -7.6053 -2.1261 -1.8730
C -1.1581 4.0205 -4.9536
C -4.5561 -4.7855 4.5050
C -2.6876 -3.4907 6.5094
C 0.8638 3.2877 -6.1705
C -6.3403 2.5948 2.7474
C 4.1508 2.2724 2.9313
C 6.4402 -9.8265 4.2665
C -1.4094 2.9130 -7.0726
C -4.4101 2.4963 1.5978
C -0.9034 0.0722 1.1619
C 2.9213 -1.1866 4.2364
C -4.8911 5.1345 -6.2902
H 7.6501 -7.6517 5.3081
H -6.2165 2.5987 -3.2163
H 1.5717 4.0412 -8.1398
H 0.8919 2.2969 -5.6559
H -4.0652 2.4064 -1.8422
H -6.5961 0.4433 -1.5451
H -8.8392 -1.4985 -3.5554
H 6.0169 3.1676 -4.8541
H 1.8735 -0.9851 3.9683
H -1.4977 -2.9941 -2.5640
H 4.6672 -6.1000 3.4175
H 3.5396 -1.0226 -6.8837
H -6.8768 4.0205 1.2436
H 2.7097 -6.4401 1.6124
H 0.9024 0.7835 4.8981
H 1.2652 3.4101 -0.6405
H -2.2299 4.1455 -5.1264
H -1.1814 5.3748 -3.2558
H 6.2171 3.6867 0.1081
H 4.4935 -1.4610 0.5456
H 4.3991 0.2397 2.2977
H 0.0161 -1.3865 -3.6610
H -4.5183 4.0524 -2.2561
H -3.1162 -1.5806 -0.3796
H -2.3639 -2.2793 -4.3624
H -1.2693 -4.6115 7.7032
H 6.6963 0.8552 -4.3739
H 5.5715 -3.3878 -4.1711
H 6.5865 -4.5728 3.4765
H 4.2784 7.7319 -2.7919
H -2.3779 3.4118 -7.1763
H -0.4591 1.1517 -3.9405
H -6.0191 -4.1485 1.9135
H 5.8557 -1.6017 4.2897
H 3.5104 2.9164 3.5416
H -0.7415 6.1346 -4.7915
H -5.9342 0.9275 0.0210
H -2.4181 -4.7641 4.0988
H -3.7316 -2.5579 -1.7126
H -0.6606 -0.4468 4.8379
H 0.0486 6.6151 3.1012
H 6.8890 -9.7163 5.2504
H 4.4700 2.6820 -5.5258
H -1.0193 -2.7698 4.2120
H -5.3825 4.8729 -7.2253
H 4.3812 0.2556 -1.9917
H -7.6512 -3.4194 1.9216
H -5.5462 -2.9165 -0.2793
H -7.6504 -3.1888 -2.1584
H -2.2410 -0.2803 5.5837
H -3.2313 3.2628 -3.1620
H 7.7893 -6.1160 4.4884
H 2.6279 -4.7674 2.2410
H 0.4326 5.1208 -3.9244
H -5.3592 -0.5515 -0.7585
H -0.5690 -3.8840 6.2595
H 2.5590 0.7981 6.7305
H 1.4225 3.9845 -5.5337
H 6.1548 0.9347 -6.0819
H 2.9199 -0.7878 -4.5649
H -0.6332 0.9320 -6.6729
H 5.0442 4.8837 -3.6565
H 4.7715 2.4834 -3.7947
H -1.5929 -5.3206 6.1249
H -3.2243 -1.0155 -5.2442
H -6.2816 2.5964 3.8397
H 0.3268 -6.2357 1.2585
H -4.9917 1.4694 -3.8181
H -5.4165 1.2999 -5.9249
H 5.7301 -4.4812 1.9400
H -4.7786 -5.5687 3.7763
H -1.4328 3.9550 3.2536
H -6.6683 -1.7252 -2.3171
H 5.3521 -6.9050 6.1995
H 1.7749 5.0437 -0.2163
H -2.3279 -1.7654 3.5910
H 4.2970 5.3832 0.1338
H -4.5908 -0.5744 6.7446
H -4.5040 -5.2610 5.4902
H -4.7514 -1.1225 3.9766
H 2.1462 0.0481 -6.7989
H -5.4073 -4.0986 4.5115
H 4.1363 -3.0430 -5.1067
H -0.9969 -1.3030 6.3382
H 2.6464 2.8567 -7.3450
H -1.9699 1.3457 -5.5813
H 6.8989 -0.4867 5.1855
H -7.8089 1.4757 -6.3403
H 7.2832 -5.3140 2.0239
H -7.4557 1.6237 -4.6254
H 6.6203 -5.7570 6.6704
H 1.1690 2.3172 -8.1239
H -5.7437 2.6931 -6.9713
H -1.4700 0.4573 2.0053
H -5.6180 -2.1310 5.1738
H 6.1445 3.6530 -1.6479
H -2.4919 0.6382 -3.3801
H -3.5828 -4.0216 6.8478
H -6.1131 4.7646 2.6747
H 2.1831 4.3717 -2.7242
H 5.5448 -5.3998 5.3202
H 6.5146 -1.2485 -4.6989
H 6.4576 -0.1201 3.5256
H -3.5338 -0.6419 -2.7664
H 3.3239 -1.8201 3.4092
H -8.2834 -0.0966 0.1341
H -1.5604 -0.3238 0.3863
H -1.4771 -0.9336 -5.0486
H 1.1993 0.8622 -3.4368
H 3.7711 0.7083 -7.0918
H 7.2237 -10.0531 3.5371
H -0.9871 2.8683 -8.0788
H 5.9403 7.1115 -2.8293
H 3.3151 3.1566 -2.1274
H 4.0640 -2.0121 -1.0890
H 4.7984 2.9940 -0.7021
H -4.9140 6.2222 -6.2027
H 5.7721 -10.6862 4.3146
H -0.7669 -2.3939 -1.0883
H 1.7522 2.3072 4.5461
H -2.0956 5.5145 3.8777
H 4.2858 -2.3825 -3.4859
H -0.3057 1.6814 -0.2476
H -0.0060 1.3601 -2.2491
H 5.1691 2.3794 3.3111
H -1.0648 3.1205 -4.3081
H 5.3073 -6.8679 1.9504
H 2.5656 -1.4683 6.3911
H -7.9553 3.0409 -5.5709
H 3.4755 5.6249 -3.9043
H -6.6649 4.6422 -5.1331
H -6.2381 -2.4074 2.1757
H 2.2845 -2.8989 5.3970
H 4.7829 -8.4404 4.5276
H -5.2427 5.0443 -4.1919
H -2.2953 0.9430 -7.2593
H 2.7928 3.6481 0.2151
H -8.7083 -0.2842 -2.2776
H -2.8223 -3.3390 -0.4352
H 5.5869 5.9598 -0.9159
H -9.7379 -1.7022 -2.0476
H 3.9422 -2.3804 5.7654
H -3.3309 -3.5587 3.1950
H 5.0577 7.3363 -4.3383
H 5.5296 -1.4962 -6.1358
H 2.7173 0.7164 2.4694
H -2.6047 -2.6224 7.1710
H -3.8608 4.8050 -6.3577
H 2.9773 0.9563 -4.6197
H 4.1438 2.6467 1.9046
H -7.0909 -0.7743 1.2300
H 5.1872 -8.8458 2.8568
H 5.0872 1.2422 5.2007
H 4.6684 -0.2386 6.0381
H -6.9509 -3.9870 -0.3429
H 0.5723 -1.0264 -2.0131

Atoms 1-3, force components in eV/Å:
F 0.03 0.07 1.05
F -1.04 -0.33 0.16
F 0.31 0.88 0.56

[2]
Density functional theory data (the ωB97M-V functional and the def2-TZVPD basis) for a single C4H8O2S molecule in a non-equilibrium geometry.

For the HOMO-LUMO gap, the calculation gives 9.28 eV. Its HOMO energy is -0.319 Eh. The total energy comes out at -705.75813 hartree. The energy relative to the best compared isomer or geometry (same formula, charge and spin) is 86.28 kcal/mol. Its LUMO energy is 0.61 eV. Its multiplicity is 1.

Positions of all 15 atoms, in Å:
S 0.4744 -1.8710 0.4177
O 0.8835 0.5888 -1.0851
O 2.5960 -2.0589 1.7885
C 1.4512 -1.4759 1.8190
C -1.3287 1.5357 -0.9603
C -0.4113 0.3000 -0.8203
C -0.5991 -0.4187 0.5581
H -1.2055 2.1749 -0.0201
H -0.6595 -0.2728 -1.6315
H -1.0863 2.0834 -1.8170
H 1.2994 1.1615 -0.3356
H -1.6792 -0.6843 0.6874
H 2.8016 -2.4542 1.0135
H -0.0959 0.0581 1.3388
H -2.4406 1.3334 -0.9532

Atoms 1-3, force components in eV/Å:
S -0.02 -0.35 0.62
O 3.57 2.35 1.77
O 0.39 1.53 4.34

> What is the HOMO energy in the second record?

-0.319 Eh

> multiplicity of number 2 (C4H8O2S)?

1

> Which of these has the lowest HOMO energy?

C4H8O2S